i.
Molecular formula: C6H13N2O2
Method: DFT, ωB97M-V/def2-TZVPD

Last column: Löwdin charge in e.
Cartesian coordinates (Å):
C  -2.414  -0.592  0.249  -0.464
C  0.398  -0.668  0.991  0.000
C  -1.621  0.510  0.876  0.075
C  1.294  0.121  -0.461  -0.567
C  2.756  0.026  -0.019  -0.028
C  0.829  1.494  -0.711  -0.050
N  -3.747  -0.504  0.676  0.188
N  1.066  -0.626  -1.555  0.104
O  -2.051  -1.567  -0.358  0.110
O  -0.441  0.353  1.349  0.030
H  -0.169  -1.500  0.579  0.108
H  0.996  -0.914  1.851  0.131
H  -2.256  1.317  1.266  0.166
H  2.865  0.712  0.846  0.107
H  3.371  0.184  -0.925  0.102
H  3.029  -1.052  0.169  0.110
H  0.957  2.115  0.302  0.147
H  -0.110  1.738  -1.167  0.078
H  1.568  1.915  -1.446  0.126
H  -4.313  0.254  0.990  0.112
H  -3.965  -1.515  0.657  0.148
H  1.656  -1.357  -1.896  0.112
H  0.305  -0.446  -2.264  0.155

Values from the calculation:
E_HOMO, hartree: -0.4687
Charge: +1
HOMO-LUMO gap, eV: 6.80



ii.
Molecular formula: C6H13N2O2
Method: DFT, ωB97M-V/def2-TZVPD

Last column: Löwdin charge in e.
Cartesian coordinates (Å):
C  1.398  -0.983  1.430  0.028
C  1.889  -2.166  0.617  -0.102
C  1.519  -1.805  -0.867  -0.107
C  0.722  -0.472  -0.738  -0.269
C  -0.667  -0.518  -1.403  -0.186
C  -1.861  2.529  1.643  -0.314
N  0.752  -0.129  0.720  0.140
N  -2.502  2.720  0.478  0.170
O  -1.226  0.791  -1.417  -0.076
O  -0.861  1.821  1.738  -0.024
H  1.555  -0.852  2.578  0.191
H  2.953  -2.528  0.589  0.144
H  1.384  -3.024  0.985  0.108
H  2.508  -1.778  -1.471  0.153
H  0.824  -2.425  -1.386  0.095
H  1.372  0.192  -1.396  0.169
H  -1.174  -1.237  -0.866  0.106
H  -0.350  -0.845  -2.520  0.186
H  -2.257  3.004  2.466  0.116
H  -2.174  2.263  -0.378  0.092
H  -3.001  3.567  0.469  0.096
H  -0.874  1.153  -2.273  0.133
H  0.070  0.724  1.000  0.152

Values from the calculation:
E_HOMO, hartree: -0.5111
Charge: +1
HOMO-LUMO gap, eV: 10.18



iii.
Molecular formula: C6H13N2O2
Method: DFT, ωB97M-V/def2-TZVPD

Last column: Löwdin charge in e.
Cartesian coordinates (Å):
C  1.493  2.094  -0.012  -0.132
O  0.889  1.079  -0.757  -0.143
C  0.344  -0.210  0.121  -0.424
O  1.289  -0.579  1.002  -0.064
C  2.463  -1.191  0.466  -0.014
C  -0.224  -1.193  -0.893  -0.036
C  -1.714  -0.833  -0.975  -0.037
C  -1.942  0.036  0.214  -0.277
N  -3.114  0.487  0.586  0.247
N  -0.809  0.293  0.822  0.231
H  0.756  2.829  0.334  0.084
H  2.191  2.584  -0.693  0.100
H  2.049  1.698  0.841  0.088
H  2.237  -2.170  0.040  0.099
H  3.137  -1.306  1.311  0.108
H  2.919  -0.553  -0.293  0.107
H  -0.086  -2.203  -0.505  0.139
H  0.283  -1.099  -1.849  0.142
H  -2.360  -1.711  -0.965  0.142
H  -1.934  -0.267  -1.883  0.150
H  -3.945  0.231  0.073  0.149
H  -3.231  1.090  1.390  0.149
H  -0.692  0.893  1.627  0.192

Values from the calculation:
E_HOMO, hartree: -0.4944
Charge: +1
HOMO-LUMO gap, eV: 10.28



Verdict on stability: iii comes out on top.



i.
Molecular formula: C2H2ClN2O2
Method: DFT, ωB97M-V/def2-TZVPD

Last column: Löwdin charge in e.
Cartesian coordinates (Å):
H  -0.123  1.981  1.946  0.035
N  0.030  1.718  0.938  0.012
N  -0.516  0.585  0.779  -0.163
C  -0.562  -0.063  -0.414  -0.701
Cl  -1.876  -1.280  -0.310  0.510
C  1.011  -0.862  -0.393  -0.774
O  0.940  -1.843  0.274  -0.022
O  1.755  -0.487  -1.269  -0.016
H  -0.658  0.251  -1.550  0.118

Values from the calculation:
E_HOMO, hartree: -0.1566
Charge: -1
HOMO-LUMO gap, eV: 8.13



ii.
Molecular formula: C2H2ClN2O2
Method: DFT, ωB97M-V/def2-TZVPD

Last column: Löwdin charge in e.
Cartesian coordinates (Å):
H  -2.729  -0.592  0.720  0.035
N  -1.905  -0.211  0.188  0.004
N  -0.814  -0.725  0.559  -0.148
C  0.279  -0.465  -0.270  -0.621
Cl  1.564  -1.789  -0.024  0.435
C  1.098  1.164  -0.002  -0.718
O  2.214  1.032  0.382  -0.018
O  0.272  2.028  -0.246  -0.030
H  0.022  -0.441  -1.307  0.060

Values from the calculation:
E_HOMO, hartree: -0.1544
Charge: -1
HOMO-LUMO gap, eV: 8.09



Verdict on stability: ii comes out on top.



i.
Molecular formula: C12H13N2O
Method: DFT, ωB97M-V/def2-TZVPD

Last column: Löwdin charge in e.
Cartesian coordinates (Å):
C  0.666  -1.942  0.768  0.122
C  1.212  -0.738  0.642  -0.356
O  2.443  -0.426  0.191  0.016
C  2.938  -1.121  -0.899  -0.106
C  2.202  -1.454  -1.947  -0.106
C  0.753  -1.131  -2.084  -0.089
N  0.586  0.440  1.155  0.080
C  1.266  1.428  1.811  0.042
C  0.401  2.429  2.106  0.024
N  -0.825  2.062  1.615  0.023
C  -2.003  2.732  1.626  0.009
C  -3.099  2.165  1.044  -0.017
C  -3.005  0.900  0.438  -0.012
C  -1.808  0.225  0.421  0.043
C  -0.706  0.829  1.029  -0.140
H  1.192  -2.806  0.409  0.098
H  -0.287  -2.088  1.236  0.085
H  3.997  -1.295  -0.811  0.130
H  2.674  -1.983  -2.758  0.114
H  0.504  -1.044  -3.141  0.088
H  0.502  -0.187  -1.602  0.074
H  0.131  -1.925  -1.668  0.077
H  2.315  1.334  2.014  0.150
H  0.569  3.355  2.617  0.141
H  -2.012  3.701  2.100  0.147
H  -4.036  2.697  1.044  0.124
H  -3.881  0.462  -0.014  0.126
H  -1.705  -0.736  -0.053  0.117

Values from the calculation:
E_HOMO, hartree: -0.4511
Charge: +1
HOMO-LUMO gap, eV: 8.51



ii.
Molecular formula: C12H13N2O
Method: DFT, ωB97M-V/def2-TZVPD

Last column: Löwdin charge in e.
Cartesian coordinates (Å):
C  -1.736  2.015  -1.361  0.090
C  -1.010  1.356  -0.463  -0.334
C  -0.457  2.061  0.751  -0.043
C  -1.157  -0.106  -0.383  -0.101
C  -2.421  -0.704  -0.508  0.003
C  -2.603  -2.068  -0.312  -0.065
C  -1.566  -2.883  0.097  -0.063
C  -0.273  -2.377  0.166  -0.006
C  -0.077  -0.997  -0.055  -0.114
N  1.184  -0.445  0.201  0.097
C  2.002  -1.066  1.111  0.035
N  3.149  -0.389  1.197  0.154
C  3.119  0.618  0.282  0.019
C  1.911  0.594  -0.350  -0.304
O  1.404  1.391  -1.248  0.150
H  -2.223  1.603  -2.124  0.032
H  -1.590  3.107  -1.393  0.101
H  0.463  2.641  0.484  0.094
H  -0.127  1.409  1.582  0.084
H  -1.314  2.544  1.288  0.115
H  -3.093  -0.075  -1.052  0.111
H  -3.523  -2.525  -0.734  0.130
H  -1.849  -4.026  0.134  0.159
H  0.530  -2.932  0.452  0.073
H  1.613  -1.842  1.672  0.139
H  3.765  -0.386  1.892  0.125
H  3.819  1.526  0.278  0.182
H  2.060  1.957  -1.602  0.137

Values from the calculation:
E_HOMO, hartree: -0.4401
Charge: +1
HOMO-LUMO gap, eV: 8.42



Verdict on stability: i comes out on top.



i.
Molecular formula: C4H6BrNS
Method: DFT, ωB97M-V/def2-TZVPD

Last column: Löwdin charge in e.
Cartesian coordinates (Å):
C  -2.006  -1.203  -0.782  -0.143
N  -1.206  -0.168  -0.243  -0.033
C  -0.160  -0.198  0.434  -0.763
Br  0.772  -1.787  0.930  0.720
C  0.444  1.094  0.873  -0.222
C  1.598  1.649  0.464  -0.477
S  3.049  0.819  -0.210  0.732
H  -2.539  -0.777  -1.568  0.048
H  -1.503  -2.113  -1.233  0.089
H  -2.590  -1.598  0.080  0.103
H  -0.280  1.798  1.242  0.095
H  1.822  2.786  0.580  0.099
H  2.599  -0.302  -0.567  -0.249

Values from the calculation:
E_HOMO, hartree: -0.3274
Charge: 0
HOMO-LUMO gap, eV: 9.45



ii.
Molecular formula: C4H6BrNS
Method: DFT, ωB97M-V/def2-TZVPD

Last column: Löwdin charge in e.
Cartesian coordinates (Å):
C  1.350  -1.368  -0.018  -0.292
C  0.031  -1.854  -0.002  -0.437
C  1.705  -0.077  0.136  -0.581
C  -1.704  1.654  -0.044  -0.229
N  -0.805  0.547  0.100  -0.494
S  -1.350  -0.920  -0.030  1.017
Br  3.526  0.407  -0.030  0.665
H  2.124  -2.104  -0.195  0.092
H  -0.157  -2.913  -0.045  0.050
H  1.064  0.739  0.385  0.004
H  -1.992  1.793  -1.091  0.070
H  -2.617  1.549  0.550  0.064
H  -1.174  2.547  0.284  0.071

Values from the calculation:
E_HOMO (alpha / beta), hartree: -0.2901 / -0.2904
Charge: 0
HOMO-LUMO gap (alpha / beta), eV: 7.35 / 7.36



Verdict on stability: i comes out on top.



i.
Molecular formula: C3H5NS
Method: DFT, ωB97M-V/def2-TZVPD

Last column: Löwdin charge in e.
Cartesian coordinates (Å):
C  1.250  0.397  0.040  -0.153
C  0.312  1.278  -0.146  -0.288
C  0.377  -1.031  -0.308  -0.272
N  -1.759  -0.072  0.699  -0.408
S  -1.028  0.121  -0.667  0.862
H  2.337  0.464  0.262  0.095
H  0.323  2.368  -0.057  0.080
H  0.860  -1.822  -0.919  0.070
H  0.045  -1.385  0.685  0.053
H  -2.717  -0.318  0.412  -0.039

Values from the calculation:
E_HOMO, hartree: -0.3173
Charge: 0
HOMO-LUMO gap, eV: 9.40



ii.
Molecular formula: C3H5NS
Method: DFT, ωB97M-V/def2-TZVPD

Last column: Löwdin charge in e.
Cartesian coordinates (Å):
C  1.334  0.166  -0.094  -0.231
C  0.570  1.215  0.028  -0.181
C  0.358  -0.922  -0.463  -0.312
N  -1.982  -0.205  0.674  -0.430
S  -1.122  0.286  -0.488  0.870
H  2.446  0.097  -0.025  0.113
H  0.646  2.103  0.518  0.026
H  0.621  -1.678  -1.252  0.092
H  -0.008  -1.412  0.471  0.071
H  -2.862  0.350  0.632  -0.018

Values from the calculation:
E_HOMO, hartree: -0.3092
Charge: 0
HOMO-LUMO gap, eV: 9.26



iii.
Molecular formula: C3H5NS
Method: DFT, ωB97M-V/def2-TZVPD

Last column: Löwdin charge in e.
Cartesian coordinates (Å):
N  -1.710  1.582  0.025  0.128
C  -2.278  0.529  -0.049  -0.924
S  -3.226  -0.695  -0.015  0.716
H  -0.767  1.852  -0.155  0.072
C  0.757  -0.848  0.144  -0.097
C  1.900  -0.236  -0.081  -0.075
H  0.385  -1.620  -0.510  0.050
H  0.142  -0.624  1.000  0.041
H  2.513  -0.469  -0.935  0.044
H  2.283  0.529  0.576  0.045

Values from the calculation:
E_HOMO, hartree: -0.3542
Charge: 0
HOMO-LUMO gap, eV: 10.36



iv.
Molecular formula: C3H5NS
Method: DFT, ωB97M-V/def2-TZVPD

Last column: Löwdin charge in e.
Cartesian coordinates (Å):
N  -1.925  -0.187  -0.532  0.070
C  -0.577  0.115  -0.089  -0.150
C  0.532  -0.532  0.368  -0.170
C  1.731  0.280  0.192  -0.702
S  3.219  -0.178  -0.383  0.595
H  -2.521  0.565  -0.247  0.072
H  -2.299  -1.059  -0.270  0.062
H  -0.496  1.191  -0.169  0.105
H  0.724  -1.517  0.590  0.066
H  1.613  1.321  0.541  0.052

Values from the calculation:
E_HOMO, hartree: -0.3079
Charge: 0
HOMO-LUMO gap, eV: 8.35



Verdict on stability: iii comes out on top.



i.
Molecular formula: C3H5NS
Method: DFT, ωB97M-V/def2-TZVPD

Last column: Löwdin charge in e.
Cartesian coordinates (Å):
C  -0.778  -0.295  -0.247  -0.202
C  -0.140  -1.030  -1.330  -0.238
N  1.176  -1.113  -1.071  -0.250
S  1.732  -0.257  0.693  0.780
C  0.052  0.586  0.666  -0.513
H  -1.572  -0.547  0.452  0.070
H  -0.499  -1.380  -2.414  0.155
H  1.808  -0.897  -1.920  0.102
H  0.125  1.659  0.395  0.076
H  -0.252  0.409  1.645  0.020

Values from the calculation:
E_HOMO, hartree: -0.2818
Charge: 0
HOMO-LUMO gap, eV: 7.66



ii.
Molecular formula: C3H5NS
Method: DFT, ωB97M-V/def2-TZVPD

Last column: Löwdin charge in e.
Cartesian coordinates (Å):
C  -0.995  0.033  -0.096  -0.799
C  0.406  0.907  -0.078  -0.296
C  -0.081  -0.961  -0.078  -0.337
H  0.117  1.950  -0.774  0.177
H  0.427  1.461  0.827  0.086
H  1.909  -0.139  0.287  0.187
H  0.004  -1.159  1.147  0.205
H  -0.218  -1.944  -0.674  0.155
N  1.047  -0.185  -0.409  -0.062
S  -2.615  0.039  -0.152  0.683

Values from the calculation:
E_HOMO, hartree: -0.3120
Charge: 0
HOMO-LUMO gap, eV: 8.19



iii.
Molecular formula: C3H5NS
Method: DFT, ωB97M-V/def2-TZVPD

Last column: Löwdin charge in e.
Cartesian coordinates (Å):
C  1.795  -0.424  -0.063  0.013
C  0.690  0.319  -0.172  -0.218
N  -0.551  -0.212  0.033  -0.095
C  -1.760  0.400  0.137  -0.795
S  -3.165  -0.293  -0.129  0.637
H  2.780  -0.042  -0.052  0.038
H  1.769  -1.455  0.085  0.033
H  0.676  1.379  -0.559  0.137
H  -0.480  -1.211  0.265  0.144
H  -1.755  1.538  0.455  0.106

Values from the calculation:
E_HOMO, hartree: -0.3145
Charge: 0
HOMO-LUMO gap, eV: 8.78



Verdict on stability: iii comes out on top.